[1]
A structure of composition C37H34GeO2PS2Ti at a distorted geometry. Source: the OMol25 dataset; level of theory: ωB97M-V/def2-TZVPD.

Geometry as ORCA input:
```
! RIJCOSX wB97M-V def2-TZVPD def2/J DEFGRID3
* xyz -1 1
Ti 0.73437 -1.53542 0.77655
O 0.05587 -1.42058 -2.72690
C 0.72647 -0.58614 -2.11955
O 0.99895 -0.67871 -0.78005
C 1.27434 0.71725 -2.79586
P 2.65053 1.51132 -1.75881
C 4.20550 0.89864 -2.31215
C 4.41089 -0.44230 -2.60400
C 5.68381 -0.90708 -2.85836
C 6.78213 -0.04873 -2.70367
C 6.61317 1.30386 -2.41671
C 5.32993 1.77778 -2.24263
C 2.62884 3.14287 -2.54445
C 2.64752 3.12350 -3.95057
C 2.58856 4.30438 -4.71988
C 2.51045 5.50285 -4.02427
C 2.48847 5.53854 -2.61976
C 2.54269 4.34728 -1.89787
H 0.44969 1.41057 -2.84003
H 1.68513 0.57712 -3.81422
H 3.56407 -1.05893 -2.65807
H 5.80552 -1.95699 -3.24311
H 7.76572 -0.45271 -2.84392
H 7.49588 1.95149 -2.33059
H 5.21133 2.81130 -1.94173
H 2.74294 2.15168 -4.40133
H 2.65907 4.21710 -5.82688
H 2.38554 6.42176 -4.60664
H 2.40263 6.48186 -2.12466
H 2.49234 4.39097 -0.81531
C 4.35779 -2.90250 2.84598
C 2.97229 -2.33450 2.52906
S 1.92890 -3.42540 1.57486
C 2.52395 -1.08601 2.98486
C 3.64188 -0.21119 3.58677
S 1.01982 -0.28339 2.71052
H 5.03300 -2.10843 2.60083
H 4.45223 -3.74940 2.18043
H 4.44989 -3.06683 3.95559
H 4.48651 -0.18648 2.90075
H 4.03184 -0.59969 4.49255
H 3.26923 0.83642 3.73171
C -1.17960 -2.02248 0.59565
Ge -2.99260 -1.27271 0.81036
C -3.27875 -0.98561 2.76815
C -2.44990 -1.69506 3.61447
C -2.73649 -1.74166 4.92714
C -3.80527 -0.95577 5.42097
C -4.63089 -0.21965 4.57710
C -4.34574 -0.23780 3.17367
C -4.55621 -2.46568 0.23779
C -4.30352 -3.65400 -0.43402
C -5.34031 -4.61370 -0.55561
C -6.56180 -4.51333 0.05245
C -6.90766 -3.26646 0.60769
C -5.87697 -2.31173 0.73520
C -2.98650 0.55219 0.14871
C -2.37071 1.57267 0.92087
C -2.38121 2.82446 0.38125
C -3.11291 3.16300 -0.78141
C -3.80567 2.15141 -1.46250
C -3.55806 0.83718 -1.12005
H -1.31597 -3.09038 0.24098
H -1.60405 -2.23464 3.19430
H -2.11702 -2.30221 5.64916
H -4.00777 -1.04839 6.54029
H -5.44419 0.36638 5.03397
H -4.98773 0.35418 2.44142
H -3.31305 -3.86258 -0.88162
H -5.08127 -5.52691 -1.07104
H -7.28607 -5.33452 0.07261
H -7.95817 -3.05942 0.87060
H -6.17987 -1.39123 1.23645
H -1.88697 1.45436 1.87644
H -1.79519 3.56437 0.93370
H -3.13276 4.17217 -1.19429
H -4.50926 2.44667 -2.24747
H -3.89951 -0.03027 -1.66188
*
```

Results
- lowest unoccupied orbital energy (spin up / spin down) (eV) = 2.43 / 2.43
- HOMO (spin up / spin down) (eV) = -3.77 / -3.77
- energy relative to the best compared isomer or geometry (same formula, charge and spin) (kJ/mol) = 141.0
- HOMO-LUMO gap (spin up / spin down) (Eh) = 0.228 / 0.228

***

[2]
A structure of composition C37H35CeN4O2SSb2 at a distorted geometry. Source: the OMol25 dataset; level of theory: ωB97M-V/def2-TZVPD.

Geometry as ORCA input:
```
! RIJCOSX wB97M-V def2-TZVPD def2/J DEFGRID3
* xyz 2 2
Ce 0.20290 -0.95449 0.39465
C 1.26583 1.15536 -4.14087
C -0.19043 1.34252 -4.62566
C -0.94978 2.35844 -3.75338
Sb -1.79049 1.54345 -1.93020
C -3.61573 2.70639 -2.00023
C -3.68013 3.96939 -2.53989
C -4.87840 4.65782 -2.54915
C -6.04867 4.05077 -2.08502
C -6.02734 2.76650 -1.57579
C -4.80703 2.07570 -1.55032
C -0.88731 2.57602 -0.25027
C -0.13136 3.72643 -0.41407
C 0.67457 4.15660 0.61719
C 0.77008 3.41758 1.79465
C -0.06144 2.32782 2.00947
C -0.86285 1.87689 0.95665
Sb 1.77350 1.10628 -2.05426
C 2.05832 -1.11263 -1.67821
C 1.15749 -2.13947 -2.04893
C 1.00855 -3.28869 -1.24674
C 1.72144 -3.41192 -0.06303
C 2.70118 -2.44363 0.25638
C 2.84792 -1.30462 -0.53637
C 3.80210 1.60734 -2.29382
C 4.46308 1.33563 -3.50817
C 5.77291 1.70201 -3.67729
C 6.43658 2.30062 -2.62419
C 5.83199 2.54036 -1.38549
C 4.44772 2.21798 -1.21154
H 1.89240 2.02984 -4.46163
H 1.72736 0.30844 -4.54800
H -0.70916 0.37736 -4.56166
H -0.27228 1.68500 -5.65951
H -1.87101 2.56971 -4.32051
H -0.41371 3.31405 -3.63533
H -2.79785 4.42184 -2.99477
H -4.86079 5.66346 -2.96643
H -6.93605 4.60329 -2.18534
H -6.90515 2.25304 -1.22773
H -4.78182 1.07386 -1.15104
H -0.13795 4.31195 -1.32947
H 1.08780 5.15601 0.57509
H 1.38125 3.84600 2.58555
H -0.05587 1.89184 3.03572
H -1.60347 1.12312 1.14726
H 0.54767 -1.97043 -2.88744
H 0.36286 -4.07595 -1.53392
H 1.59704 -4.33294 0.56656
H 3.35988 -2.59857 1.12695
H 3.64421 -0.59534 -0.30437
H 3.96428 0.83165 -4.35152
H 6.22400 1.59254 -4.65818
H 7.45010 2.60908 -2.82839
H 6.37192 3.03961 -0.58447
H 3.94167 2.47665 -0.27583
N 0.86525 -4.57131 7.73699
C 0.40833 -3.74056 6.76659
C 1.31556 -2.86460 6.17452
C 1.00458 -2.27655 4.96514
C -0.29046 -2.45218 4.45446
C -1.22516 -3.29801 5.11286
C -0.91534 -3.91220 6.26673
S -0.74458 -1.71180 3.07229
O -2.10058 -1.25643 3.06699
O 0.21262 -0.62477 2.75330
N -0.43814 -2.67129 1.81581
C -1.51558 -3.24004 1.15341
N -2.29778 -4.16776 1.57195
C -3.23334 -4.55951 0.66757
C -3.41397 -3.94229 -0.56239
C -2.62217 -2.84511 -0.83919
N -1.59047 -2.55965 -0.02609
H 1.72799 -4.34898 8.17104
H 0.18937 -5.05356 8.31335
H 2.26968 -2.71119 6.62521
H 1.75646 -1.72048 4.44677
H -2.21255 -3.36175 4.70483
H -1.56824 -4.66635 6.69860
H -3.85892 -5.39891 0.99439
H -4.19511 -4.25718 -1.22384
H -2.73998 -2.25516 -1.73895
*
```

Results
- lowest unoccupied orbital energy (eV) = -5.93
- HOMO (eV) = -12.73
- HOMO-LUMO gap (Eh) = 0.250

***

[3]
A structure of composition C37H35ClN2S2Si2Sr at a distorted geometry. Source: the OMol25 dataset; level of theory: ωB97M-V/def2-TZVPD.

Geometry as ORCA input:
```
! RIJCOSX wB97M-V def2-TZVPD def2/J DEFGRID3
* xyz 0 1
C 1.40952 -0.47026 0.19581
C 0.87493 -0.41983 -1.12231
C 0.89122 0.94104 -1.54908
H 0.60403 -1.28039 -1.73163
C 1.44766 1.72605 -0.49945
C 1.77238 0.85073 0.57608
H 2.30966 1.12263 1.48349
H 1.59534 -1.37084 0.77854
H 0.59407 1.31330 -2.52836
H 1.66496 2.79133 -0.54702
Sr -1.17265 0.88548 0.47361
Si -3.24618 1.79114 -2.76080
C -3.01329 0.47095 -4.04450
C -4.12543 -0.29144 -4.41167
H -5.08998 -0.07373 -3.96522
C -3.96709 -1.32594 -5.32299
H -4.82855 -1.94523 -5.58517
C -2.72185 -1.59530 -5.88836
H -2.60412 -2.40990 -6.60601
C -1.60742 -0.84000 -5.50707
H -0.62701 -1.05393 -5.92775
C -1.75199 0.16953 -4.56276
H -0.86829 0.70065 -4.21667
C -1.85894 3.14642 -2.99807
C -1.04738 3.34495 -4.26339
H -0.82099 2.46975 -4.87185
C -0.02939 4.37683 -4.20356
H 0.49867 4.60896 -5.13019
C 0.33280 4.98519 -3.02550
H 1.18331 5.66895 -2.99654
C -0.39194 4.75141 -1.85510
H -0.06572 5.25803 -0.93932
C -1.46368 3.88394 -1.82471
H -2.06828 3.72307 -0.92727
H -2.34427 1.22528 -1.71958
Si -2.92485 3.83338 -4.31950
C -3.26624 5.62047 -4.40472
C -3.36176 6.19714 -5.69785
H -3.81480 5.64622 -6.51723
C -2.77245 7.44226 -5.90523
H -2.71235 7.85872 -6.91429
C -2.22020 8.14830 -4.82719
H -1.65656 9.06644 -4.99636
C -2.39736 7.67366 -3.51521
H -2.02898 8.25183 -2.66272
C -3.01272 6.44617 -3.28889
H -3.21128 6.08584 -2.28495
C -3.77011 3.00997 -5.77733
C -3.03425 2.57146 -6.88341
H -1.95440 2.73480 -6.91559
C -3.67815 1.92644 -7.94405
H -3.09289 1.58876 -8.79442
C -5.06033 1.73235 -7.92199
H -5.55797 1.23578 -8.76215
C -5.79615 2.15179 -6.81427
H -6.87494 1.98210 -6.78018
C -5.15883 2.78854 -5.74791
H -5.73455 3.09935 -4.87520
H -4.47726 1.62183 -1.97303
Cl -3.62176 1.95424 0.70340
C -2.40667 -2.17059 -2.02860
C -2.33528 -2.59215 -0.60739
N -1.91599 -1.83132 0.37526
C -1.95524 -2.49723 1.60229
C -2.48194 -3.78221 1.53016
S -2.90173 -4.20975 -0.08111
C -1.37530 -1.88781 2.76038
C -1.15747 -2.50809 3.97874
S -0.18523 -1.53397 5.02181
C -0.15176 -0.28796 3.76236
N -0.83382 -0.59638 2.69236
C 0.62757 0.96181 3.96143
H -2.74590 -3.02735 -2.62703
H -3.12144 -1.34251 -2.13249
H -1.41320 -1.84538 -2.36883
H -2.60818 -4.44119 2.38164
H -1.50887 -3.49928 4.23302
H 0.57998 1.20745 5.02841
H 1.67443 0.77279 3.68603
H 0.21162 1.78412 3.36401
*
```

Results
- lowest unoccupied orbital energy (eV) = -0.03
- HOMO (eV) = -6.23
- energy relative to the best compared isomer or geometry (same formula, charge and spin) (kJ/mol) = 0.0
- HOMO-LUMO gap (Eh) = 0.228